This record from OMol25 describes a molecular structure, C41H35FNO3P2S2Sn. The level of theory is ωB97M-V/def2-TZVPD.

Atoms and positions in Å:
Sn  -0.52  -0.98  -1.08
S  1.16  -0.22  -2.91
S  -0.46  1.72  -4.65
P  2.84  -0.75  2.19
P  -0.80  1.23  1.66
F  1.59  -0.93  1.28
O  -3.22  -2.84  -4.60
O  -1.81  -2.01  -2.56
O  -0.30  -3.32  -1.66
N  -1.02  1.11  -2.21
C  0.00  1.42  3.33
C  4.70  -3.94  3.79
C  -4.70  0.03  1.73
C  -3.89  3.44  -2.35
C  -0.67  2.95  1.04
C  6.09  1.26  0.92
C  -1.66  -4.24  -3.39
C  -1.42  -6.54  -4.10
C  -0.16  0.88  -3.17
C  -1.57  3.97  1.32
C  0.40  3.21  0.18
C  -3.11  1.67  3.30
C  2.98  -3.42  1.66
C  -2.60  -4.02  -4.40
C  -2.94  -5.07  -5.26
C  2.23  0.12  3.62
C  3.37  -2.39  2.52
C  -2.00  2.01  -2.61
C  0.59  4.48  -0.36
C  -4.44  1.47  3.63
C  4.44  1.37  -0.84
C  -2.36  -6.31  -5.11
C  -3.76  3.87  -3.67
C  3.44  -4.70  1.88
C  -2.74  3.39  -4.47
C  -5.23  0.64  2.85
C  -2.55  1.07  2.17
C  4.31  -4.96  2.93
C  -1.22  -3.17  -2.49
C  5.70  1.68  -0.34
C  1.53  1.46  3.28
C  5.21  0.52  1.70
C  -3.03  2.51  -1.81
C  3.55  0.63  -0.07
C  -3.37  0.25  1.38
C  -1.08  -5.51  -3.26
C  -1.38  5.24  0.79
C  3.94  0.21  1.20
C  4.24  -2.65  3.59
C  -0.30  5.50  -0.05
C  -1.86  2.47  -3.92
H  1.89  2.19  4.00
H  3.13  -5.50  1.22
H  -2.65  -7.11  -5.77
H  4.68  -5.96  3.09
H  -2.51  2.31  3.93
H  4.14  1.70  -1.83
H  -0.97  -7.52  -3.99
H  2.58  0.38  -0.48
H  5.37  -4.15  4.62
H  -2.62  3.72  -5.50
H  1.08  2.41  -0.10
H  -4.69  3.85  -1.74
H  -6.27  0.46  3.12
H  -2.43  3.78  1.95
H  -5.31  -0.63  1.12
H  5.52  0.18  2.68
H  -3.67  -4.87  -6.04
H  -4.86  1.96  4.50
H  1.86  1.82  2.30
H  1.57  -0.58  4.14
H  -2.08  6.03  1.03
H  3.09  0.29  4.27
H  -0.35  -5.65  -2.47
H  -2.98  -0.21  0.49
H  -4.46  4.59  -4.08
H  6.39  2.25  -0.95
H  4.54  -1.86  4.26
H  1.41  4.66  -1.03
H  2.30  -3.22  0.83
H  -3.12  2.18  -0.78
H  -2.89  -2.21  -3.93
H  -0.36  2.35  3.79
H  -0.17  6.48  -0.47
H  -0.36  0.60  3.96
H  7.07  1.50  1.30

Properties
HOMO, eV: -10.052
Gap between HOMO and LUMO, Ha: 0.264
E_LUMO, Ha: -0.106
Energy above the lowest of the compared OMol25 structures with the same formula, charge and spin, kJ/mol: 10.75
Total charge: +1